Here is a cluster of 2 separate species, C8H18N2 in total from the Open Molecules 2025 dataset. Energies are from ωB97M-V with the def2-TZVPD basis set.

The geometry in XYZ format:
```
28
Properties=species:S:1:pos:R:3:forces:R:3
N 3.36797 0.36269 2.05492 -0.4520 0.1860 0.1457
C 3.22035 -0.51393 3.22492 0.0350 -0.4080 -0.1403
C 4.02900 1.54941 2.61517 0.2563 0.1926 -0.3271
C 2.87224 0.39413 4.42508 -0.1943 -0.1051 0.3467
C 3.41755 1.78544 4.01394 -0.0255 0.3575 0.2086
H 2.42843 0.63836 1.74178 0.3647 -0.0846 0.0544
H 2.46810 -1.30263 3.03122 0.3691 0.3872 0.1036
H 4.19451 -1.01204 3.39329 -0.3972 0.1558 -0.0358
H 5.10807 1.31897 2.70441 -0.4039 0.1280 -0.0278
H 3.92497 2.41476 1.93267 0.0464 -0.4455 0.3574
H 1.77552 0.43307 4.57047 0.5099 -0.0273 -0.0252
H 3.32362 0.02527 5.36617 -0.2618 0.1763 -0.4452
H 4.16589 2.17411 4.73114 -0.3894 -0.1608 -0.3461
H 2.59492 2.52366 3.95274 0.4066 -0.3276 0.0554
N -0.10773 1.49585 0.64459 -0.2206 0.5313 -0.2614
C -0.32601 0.48520 -0.39453 0.3363 -0.0213 -0.3712
C -1.15774 1.20902 1.62645 0.0173 0.2606 0.3959
C -0.49332 -0.80125 0.42519 0.1203 -0.4964 -0.1450
C -1.05375 -0.31361 1.78673 -0.1360 -0.2842 0.4076
H -0.19294 2.44869 0.26826 0.0834 -0.5825 0.2406
H -1.24286 0.68003 -0.98349 0.1614 -0.0131 0.1508
H 0.52612 0.44952 -1.10026 -0.3982 -0.0036 0.3794
H -0.98377 1.76351 2.56864 -0.0624 -0.2888 -0.4439
H -2.16456 1.48221 1.25614 0.2103 -0.0581 0.0373
H -1.16518 -1.52270 -0.07836 0.3610 0.3627 0.2639
H 0.48745 -1.29536 0.56444 -0.4966 0.2332 -0.0853
H -0.35307 -0.56416 2.60631 -0.3572 0.1084 -0.3876
H -2.03359 -0.76705 2.03121 0.5172 0.2272 -0.1055
```
Positions in Å, forces in eV/Å.

Output
* gap between HOMO and LUMO: 9.79 eV
* SMILES: C1CCNC1.C1CCNC1

=====

Here is a structure of composition C30H83MgN5O10 at a distorted geometry from the Open Molecules 2025 dataset. Energies are from ωB97M-V with the def2-TZVPD basis set.

The geometry in XYZ format:
```
129
Properties=species:S:1:pos:R:3:forces:R:3
Mg -2.18474 2.24545 -1.87800 0.6831 -1.1984 -0.5963
C 0.03412 -0.08312 -5.34087 -0.3558 0.1170 -1.4076
C -0.31379 1.38491 -5.65216 0.0412 -0.1701 2.7413
O -1.40751 1.90219 -4.92044 0.0338 -0.0178 0.2844
H 0.83069 -0.30415 -6.05131 0.0935 -0.4620 -0.1519
H -0.83946 -0.68125 -5.60012 0.0851 -0.3236 0.1573
H 0.42420 -0.37977 -4.36725 -0.3097 0.6322 0.2792
H -0.47290 1.52257 -6.72167 -0.4550 -0.1214 -0.2556
H 0.61633 1.91512 -5.44757 0.1947 0.6685 0.0558
C 0.70040 -0.04194 2.50789 0.5725 -0.1507 0.5658
C -0.33478 -0.62786 1.54208 0.6454 1.3497 0.0728
O -0.50201 0.14729 0.42361 -0.5681 0.4055 -0.7083
H 0.45663 0.89661 3.00570 -0.5763 0.2449 -0.4458
H 1.67651 0.12550 2.05261 -0.0031 -0.1615 -0.2368
H 0.83901 -0.71202 3.35634 0.1665 -0.4135 0.0317
H -1.19924 -0.80201 2.18277 -0.8878 -0.0233 -0.1545
H -0.01662 -1.61849 1.21722 0.1761 -0.5349 0.0082
C -6.87838 0.76356 4.87781 0.5373 -0.4056 1.0565
C -7.88333 1.67433 4.24882 -1.3168 -0.4700 -0.4580
O -7.23915 2.54932 3.37679 1.1252 0.9066 -0.7016
H -7.31016 -0.03836 5.47663 -0.5134 -0.0241 -0.2168
H -6.23799 1.25618 5.60947 0.1410 0.4096 -0.2446
H -6.23273 0.27152 4.15038 -0.0946 0.2234 -0.2228
H -8.54389 2.23672 4.90873 0.3629 -0.0473 0.7344
H -8.59132 1.09591 3.65528 -0.1242 -0.5229 -0.0727
H -7.84350 3.22411 3.05894 -0.0869 -0.0584 0.0884
C -2.14785 -2.78227 7.02259 1.1085 0.4393 0.4445
C -2.97686 -3.46158 5.97579 -0.4595 0.1427 -0.0052
O -3.40207 -4.73092 6.47543 0.1397 0.1027 0.1148
H -2.59218 -2.76481 8.01776 -0.2754 -0.2624 -0.1374
H -1.93836 -1.74004 6.78177 -0.2314 0.1088 -0.3174
H -1.15201 -3.21560 7.11543 -0.0571 -0.3488 0.0771
H -2.43156 -3.57460 5.03878 0.2476 -0.1630 -0.0094
H -3.79395 -2.78052 5.73788 -0.5263 -0.2616 0.0472
H -4.25599 -5.00442 6.13246 0.0570 0.2525 -0.2229
C 5.90196 2.05518 4.86045 0.6914 -1.4400 0.7390
C 5.28666 3.21002 5.62329 1.4530 -0.3247 -1.7398
O 4.99056 4.13628 4.59459 -1.5698 1.1382 0.0995
H 6.27136 1.29336 5.54696 0.0066 -0.2361 0.1539
H 6.78170 2.33035 4.27869 0.0183 0.4416 0.0374
H 5.24257 1.53925 4.16252 -0.3822 0.3270 0.1489
H 6.03999 3.68571 6.25122 -0.1446 -0.3228 0.6291
H 4.41564 2.87338 6.18554 -0.1424 0.5468 -0.1991
H 5.80499 4.40672 4.16426 0.0608 -0.1301 0.1283
C -5.67920 -0.71786 -1.83269 -0.2753 0.1630 -0.0208
C -6.30954 0.67403 -1.85909 -0.2674 0.7958 1.3135
C -7.76500 0.66612 -1.34528 -0.4466 -0.4992 -0.2878
O -8.59399 -0.17293 -2.10753 -1.1349 -0.8936 -0.0724
C -9.83952 -0.63363 -1.46193 1.6289 0.8767 -0.7596
N -5.61589 1.72131 -0.99220 0.4508 -0.5405 -0.8530
H -5.57079 -1.13742 -0.83253 0.2363 0.3107 0.1678
H -4.73284 -0.73923 -2.37311 0.0894 0.0202 0.2105
H -6.35248 -1.41284 -2.33448 -0.0668 0.1457 -0.2196
H -6.23738 1.06606 -2.87360 -0.2786 -0.0349 -0.0348
H -8.18426 1.67224 -1.33921 0.0887 0.3859 -0.0728
H -7.78927 0.31887 -0.31236 0.3331 -0.0687 0.3968
H -10.50502 0.21315 -1.29409 -0.0541 0.0651 0.0732
H -9.59256 -1.11206 -0.51419 -0.0952 -0.1341 0.0269
H -10.30419 -1.32294 -2.16695 0.1406 0.0151 0.1792
H -5.83061 1.61472 -0.01107 0.1916 -0.7042 0.3590
H -6.05017 2.61711 -1.16262 -0.0420 0.2407 -0.5474
C 2.66026 -8.79255 -4.11738 0.1641 -0.0271 0.5581
C 1.46981 -8.49012 -5.00705 -0.5069 0.2009 0.5264
C 0.25327 -7.93985 -4.26771 0.9666 0.7440 2.0902
O 0.53751 -6.76351 -3.42802 -0.1078 -0.2467 -0.2790
C -0.63475 -6.28478 -2.75187 0.1102 0.2008 -0.9892
N 1.86991 -7.62296 -6.08031 0.3365 0.5469 -0.6512
H 2.81830 -8.00201 -3.38379 0.0033 0.1516 -0.0647
H 3.58187 -8.90309 -4.68879 -0.1769 -0.0139 -0.1531
H 2.50968 -9.70902 -3.54687 -0.0784 -0.0611 0.0089
H 1.07312 -9.43406 -5.38084 0.1825 -0.1261 -0.4876
H 0.02519 -8.64208 -3.46586 -1.0032 -0.6847 -0.6143
H -0.49425 -7.69388 -5.02191 -0.4968 -0.2124 0.3230
H -0.40640 -5.66400 -1.88549 0.5538 -0.0789 -0.1642
H -1.32906 -7.05045 -2.40580 0.2214 -0.4958 -0.0690
H -1.17475 -5.67083 -3.47267 -0.3221 0.1917 0.0704
H 2.04018 -6.71547 -5.67095 0.4755 0.3106 0.1242
H 1.10955 -7.42163 -6.71390 -0.2694 -0.3302 -0.2233
C -3.17585 6.49956 3.90912 0.5089 0.8429 0.4405
C -2.51003 5.30238 4.59967 -0.1339 -1.1896 -0.3836
C -2.86822 5.14662 6.15685 -0.0934 -0.6386 -1.4711
O -2.47731 3.91588 6.75789 1.1824 0.0447 0.5355
C -1.06196 3.78674 7.08042 -0.9840 0.3718 -1.2145
N -2.90252 4.10026 3.80811 -0.2379 0.4936 0.4830
H -2.72018 7.42961 4.24891 -0.4315 0.1943 0.8703
H -4.26032 6.51528 4.01774 -0.0065 0.0639 0.2690
H -2.97229 6.67367 2.85255 0.1214 -1.1748 -0.2651
H -1.43486 5.37642 4.43645 0.1582 0.1912 0.3768
H -3.94930 5.02052 6.21578 -0.2023 0.6702 -0.0775
H -2.52714 6.01532 6.72000 0.0559 0.0767 0.1532
H -0.57863 3.50560 6.14476 0.4848 0.0152 0.0943
H -0.87732 3.00483 7.81705 -0.4633 0.1003 0.0016
H -0.66596 4.74228 7.42427 0.0645 0.0234 0.1275
H -2.52330 3.24252 4.18301 0.4188 -0.0182 0.2547
H -3.89368 3.98726 3.96600 -0.4725 -0.0936 -0.2491
C 6.81851 6.78396 -4.09765 -0.8034 -0.1114 0.7332
C 7.38188 5.36148 -4.13374 -0.5848 0.0979 0.3268
C 6.40882 4.10776 -4.05745 -0.0433 1.6981 1.1111
O 5.93844 4.10561 -2.69683 -0.4902 -1.2820 0.5509
C 5.28692 2.87233 -2.30147 0.5674 -0.3738 -0.7688
N 8.24453 5.28779 -5.28613 0.6541 -0.8253 -0.5851
H 6.08580 7.04335 -4.86182 0.0849 -0.2983 -0.1942
H 7.62351 7.51736 -4.14436 0.2237 -0.1500 -0.2273
H 6.35706 6.97300 -3.12841 -0.2277 -0.1084 0.0400
H 8.00655 5.31317 -3.24180 -0.2039 -0.4051 0.4839
H 6.94794 3.19407 -4.30769 0.2120 -0.0978 0.0598
H 5.51087 4.17213 -4.67197 0.1948 0.1894 -0.5381
H 4.73334 2.89143 -1.36272 0.1029 0.9269 -0.0865
H 5.97931 2.03931 -2.17993 0.7347 0.1649 0.1064
H 4.62972 2.45525 -3.06451 -0.4352 0.5626 -0.3147
H 8.76932 4.43357 -5.16377 0.0598 -0.5985 -0.4749
H 8.98824 5.95656 -5.14557 -0.0547 0.5971 -0.2201
C 5.50417 -2.33838 -4.30036 0.1449 -0.6616 1.2442
C 4.63944 -3.43887 -3.62156 1.1605 -0.4471 -0.4638
C 4.30020 -3.25814 -2.15250 0.9058 0.6611 -0.8957
O 5.47588 -3.27410 -1.35112 -1.4240 0.1859 0.5315
C 5.08831 -2.83275 -0.05068 1.0273 0.1107 0.2458
N 3.41432 -3.62166 -4.37226 -0.1908 0.3954 -0.1256
H 5.79555 -2.66296 -5.29927 -0.4879 0.2676 -0.1267
H 6.44525 -2.26849 -3.75486 0.0383 0.0429 0.1908
H 5.05832 -1.34523 -4.24574 -0.2392 -0.0099 -0.3782
H 5.26191 -4.32870 -3.71554 -0.1250 -0.3671 0.0464
H 3.56534 -3.99694 -1.83273 0.1120 -0.4006 0.1292
H 3.78050 -2.30042 -2.12454 -0.0323 0.5031 0.5355
H 4.96502 -1.75000 -0.02736 -0.1754 0.1732 -0.1387
H 5.89869 -3.06576 0.64004 0.0325 -0.1081 -0.0591
H 4.17720 -3.29053 0.33458 -0.1266 -0.2314 -0.2459
H 2.98649 -2.70858 -4.31432 -0.5245 0.2979 -0.4836
H 2.78376 -4.20359 -3.83949 -0.1681 -0.4477 -0.0091
```
Positions in Å, forces in eV/Å.

Output
* gap between HOMO and LUMO: 3.74 eV

=====

Here is a structure of composition C4H8O at a distorted geometry from the Open Molecules 2025 dataset. Energies are from ωB97M-V with the def2-TZVPD basis set.

The geometry in XYZ format:
```
13
Properties=species:S:1:pos:R:3:forces:R:3
C 0.38091 0.19533 1.60012 -2.0678 1.2383 3.4955
C 0.26735 0.70831 -0.61115 3.6563 -0.6241 -2.2258
C -0.21165 -0.66104 -1.04756 -1.0114 0.2199 -0.4720
C -1.49334 -0.98263 -0.78013 0.8434 -0.0899 -0.7981
H 0.22801 -0.97816 1.78056 0.8429 2.5363 -0.5648
H 0.91559 0.80132 2.67777 -1.9197 -2.1787 -3.2840
H -0.88059 0.59472 1.42849 3.7470 -0.9095 0.9327
H 1.09382 0.97113 -1.39466 -2.0844 0.4407 0.8148
H -0.51095 1.44871 -0.41297 0.0018 -0.0868 -0.3601
H 0.51108 -1.27510 -1.71409 -1.4505 0.8247 1.5742
H -1.90647 -1.90786 -1.12696 -0.1237 -0.5097 -0.1146
H -2.23905 -0.32468 -0.31326 0.7568 -0.0697 0.0172
O 1.14111 0.63877 0.51343 -1.1908 -0.7916 0.9851
```
Positions in Å, forces in eV/Å.

Output
* gap between HOMO and LUMO: 11.02 eV

=====

Here is a cluster of 2 separate species, C6H12O in total from the Open Molecules 2025 dataset. Energies are from ωB97M-V with the def2-TZVPD basis set.

The geometry in XYZ format:
```
19
Properties=species:S:1:pos:R:3:forces:R:3
C 2.29026 -0.33323 0.03612 -0.0964 0.0286 0.0431
C 1.53329 0.89117 -0.49247 0.0058 0.0427 -0.1232
C 0.09478 1.10655 -0.00591 -0.1445 0.4847 -0.1320
C -1.03940 0.45959 -0.72028 -0.2953 -0.4071 0.0916
C -2.23231 0.28118 -0.15015 -0.1090 0.5439 -0.4151
C -1.29615 -1.71929 0.82990 0.4476 -0.5886 0.4711
O -0.28753 -1.36613 1.39895 -0.4340 -0.4753 0.0139
H 2.39149 -0.30336 1.12716 -0.0898 0.0280 -0.1846
H 1.78359 -1.27051 -0.20688 0.0419 0.1221 -0.0067
H 3.30075 -0.36037 -0.39027 -0.1958 0.0074 0.0423
H 2.09773 1.78961 -0.21560 -0.0258 -0.1184 -0.0530
H 1.52783 0.87244 -1.59142 0.0103 -0.0109 0.1238
H 0.00401 1.01739 1.08468 -0.0323 -0.0865 -0.2710
H -0.21976 2.12115 -0.27450 0.6604 0.5647 0.4004
H -0.87004 0.23165 -1.77146 -0.1329 -0.1670 0.0600
H -3.08871 -0.10700 -0.68756 0.0373 0.0483 -0.0694
H -2.40016 0.59564 0.87782 0.0312 -0.0837 -0.1261
H -2.28461 -1.73297 1.33039 0.1220 0.0656 -0.0133
H -1.30506 -2.17352 -0.17853 0.1993 0.0016 0.1483
```
Positions in Å, forces in eV/Å.

Output
* gap between HOMO and LUMO: 10.37 eV
* SMILES: C=CCCC.C=O

=====

Here is the ion C7H4NO2S with charge +1 at a distorted geometry from the Open Molecules 2025 dataset. Energies are from ωB97M-V with the def2-TZVPD basis set.

The geometry in XYZ format:
```
15
Properties=species:S:1:pos:R:3:forces:R:3
C 1.96187 0.57427 -0.00804 0.8655 1.6572 -0.2966
C 2.05362 -0.78170 -0.06231 2.2612 -2.1032 0.1589
C 0.74179 1.26176 0.05827 -0.5329 0.8312 -0.0987
C 0.95061 -1.57249 0.12598 -2.8607 1.7354 -1.0894
C -0.40748 0.46834 0.03896 0.4129 -0.3627 -0.5748
C -0.28831 -0.93763 0.01468 -0.3999 1.2114 0.6530
C -1.71743 1.10071 -0.03727 1.2790 0.1505 0.6697
N -2.78400 -0.10441 -0.10273 -0.7083 -2.1725 0.7858
O -2.09925 2.19406 0.08301 -0.5715 0.0055 -0.3206
O -3.95017 0.03314 0.03831 1.9888 -0.2439 -0.5779
S -1.88425 -1.73808 -0.06195 -1.1027 1.5130 -0.0420
H 2.95471 1.01289 -0.06689 -0.5390 0.8597 0.0021
H 3.07821 -1.30431 -0.24014 -1.9302 1.1625 0.5817
H 0.52197 2.38501 0.05793 1.0776 -1.6865 0.0759
H 0.86810 -2.59155 0.16219 0.7604 -2.5576 0.0727
```
Positions in Å, forces in eV/Å.

Output
* net charge: +1
* gap between HOMO and LUMO (spin up / spin down): 6.53 / 6.52 eV
* SMILES: O=C1c2ccccc2S[N+]1=O